Entry 1:
The following is a DFT calculation (the ωB97M-V functional and the def2-TZVPD basis) of a structure of composition C19H34AsN2O2 at a distorted geometry.

Output
* HOMO-LUMO gap: 7.396 eV
* largest force on an atom: 5.99 eV/A
* energy: -3239.68732 a.u.
* net charge: -1
* E_HOMO: -4.49 eV

Cartesian coordinates (Å):
C1 4.54 1.53 2.30
C2 4.86 0.54 1.33
C3 3.99 -0.81 1.09
As1 2.22 -0.36 0.22
C4 1.21 -0.40 1.97
C5 0.93 1.03 2.64
C6 0.25 2.12 1.67
C7 -1.26 1.76 1.22
C8 -1.40 1.84 -0.39
C9 -2.30 0.58 -0.89
C10 -3.81 1.04 -1.24
C11 -4.75 1.02 0.07
C12 -5.09 -0.45 0.62
C13 -4.84 -1.64 -0.42
C14 -5.21 -3.04 0.31
O1 1.73 -2.17 -0.02
N1 2.49 -3.02 0.67
O2 2.49 -4.09 0.11
C15 3.01 -0.43 -1.67
C16 2.84 0.79 -2.65
C17 3.50 0.50 -4.04
C18 4.21 -0.79 -4.44
N2 4.37 -1.85 -3.52
C19 3.79 -1.63 -2.24
H1 4.51 2.64 2.01
H2 4.24 1.30 3.39
H3 5.82 0.72 0.72
H4 4.68 -1.48 0.44
H5 3.89 -1.27 2.15
H6 0.88 0.10 -0.46
H7 2.60 1.16 0.38
H8 0.20 -0.92 1.81
H9 1.76 -1.04 2.76
H10 1.84 1.49 3.17
H11 0.16 0.85 3.49
H12 0.17 3.10 2.28
H13 0.86 2.38 0.74
H14 -1.96 2.60 1.63
H15 -1.64 0.79 1.67
H16 -1.87 2.84 -0.73
H17 -0.37 1.78 -0.91
H18 -2.40 -0.23 -0.08
H19 -1.81 0.08 -1.80
H20 -4.21 0.42 -2.11
H21 -3.78 2.13 -1.61
H22 -4.20 1.58 0.92
H23 -5.71 1.62 -0.15
H24 -6.23 -0.45 0.84
H25 -4.56 -0.60 1.62
H26 -5.49 -1.43 -1.34
H27 -3.76 -1.74 -0.77
H28 -4.22 -3.56 0.58
H29 -5.78 -2.89 1.29
H30 -5.74 -3.72 -0.44
H31 2.32 1.76 -2.38
H32 3.42 1.33 -4.84
H33 4.65 -0.94 -5.50
H34 3.94 -2.50 -1.49

Entry 2:
The following is a DFT calculation (the ωB97M-V functional and the def2-TZVPD basis) of a cluster of 3 separate species, C19H34BINO9P2S4 in total at a distorted geometry.

Output
* HOMO-LUMO gap: 7.034 eV
* largest force on an atom: 1.08 eV/A
* energy: -4074.17831 a.u.
* net charge: +1
* E_HOMO: -11.75 eV

Cartesian coordinates (Å):
C1 3.98 -0.16 3.42
C2 2.75 -0.24 2.52
O1 2.58 -1.51 1.84
C3 2.04 -2.49 2.61
O2 2.62 -2.99 3.53
C4 0.66 -2.99 2.22
C5 0.01 -2.42 0.96
C6 -0.25 -0.91 0.87
C7 -1.33 -0.40 1.78
C8 -1.17 -0.48 3.15
N1 -2.10 -0.08 4.03
S1 -1.74 -0.32 5.72
C9 -3.27 0.47 3.62
P1 -4.52 1.03 4.85
S2 -3.93 2.28 6.19
C10 -3.51 0.61 2.25
B1 -4.87 1.26 1.67
O3 -5.85 0.46 1.15
O4 -5.01 2.60 1.72
C11 -2.54 0.17 1.33
P2 -3.02 0.50 -0.44
O5 -2.78 -0.99 -1.03
I1 -1.16 1.85 -1.28
H1 4.41 -1.12 3.66
H2 4.69 0.53 2.97
H3 3.68 0.30 4.36
H4 1.83 -0.01 3.08
H5 2.82 0.49 1.73
H6 0.00 -2.92 3.09
H7 0.79 -4.06 2.06
H8 0.58 -2.71 0.07
H9 -0.96 -2.91 0.85
H10 0.65 -0.31 1.02
H11 -0.57 -0.72 -0.14
H12 -0.26 -0.87 3.58
H13 -2.09 -1.62 5.75
H14 -5.04 -0.20 5.30
H15 -5.52 1.56 4.03
H16 -5.86 -0.42 1.53
H17 -5.94 2.85 1.62
H18 -3.17 -1.02 -1.92
C12 -3.47 2.16 -5.61
C13 -2.06 1.75 -6.07
C14 -1.69 0.49 -5.30
S3 -3.23 -0.35 -4.90
O6 -3.39 -0.34 -3.46
O7 -3.33 -1.58 -5.64
C15 -4.31 0.89 -5.62
H19 -3.90 2.92 -6.26
H20 -3.42 2.57 -4.60
H21 -2.07 1.54 -7.14
H22 -1.34 2.55 -5.90
H23 -1.06 -0.19 -5.87
H24 -1.24 0.69 -4.34
H25 -5.22 0.96 -5.02
H26 -4.55 0.56 -6.63
C16 6.05 -0.03 -2.11
C17 5.63 -1.07 -1.06
C18 5.92 -0.46 0.32
S4 5.81 1.32 0.12
O8 7.10 1.90 0.35
O9 4.64 1.82 0.82
C19 5.49 1.30 -1.64
H27 5.69 -0.29 -3.10
H28 7.14 0.02 -2.15
H29 4.56 -1.27 -1.15
H30 6.15 -2.01 -1.19
H31 5.20 -0.78 1.07
H32 6.93 -0.69 0.66
H33 5.96 2.17 -2.10
H34 4.41 1.35 -1.78

Entry 3:
The following is a DFT calculation (the ωB97M-V functional and the def2-TZVPD basis) of a structure of composition C19H34BrFeGeNS5Se at a distorted geometry.

Output
* HOMO-LUMO gap (spin up / spin down): 7.180 / 7.208 eV
* largest force on an atom: 1.57 eV/A
* energy: -11105.55177 a.u.
* net charge: +2
* energy above the lowest of the compared OMol25 structures with the same formula, charge and spin: 178.4 kJ/mol
* E_HOMO (spin up / spin down): -13.13 / -13.14 eV

Cartesian coordinates (Å):
Fe1 0.36 -0.43 -0.03
C1 3.77 0.11 -0.34
C2 3.52 0.24 1.15
S1 2.12 -0.71 1.82
C3 2.70 -2.45 1.77
C4 1.87 -3.36 0.88
S2 1.85 -2.60 -0.77
C5 0.74 -3.61 -1.80
C6 -0.26 -2.78 -2.63
S3 -0.30 -0.97 -2.44
C7 1.05 -0.31 -3.48
C8 2.43 -0.23 -2.84
S4 2.36 0.77 -1.31
H1 3.94 -0.92 -0.64
H2 4.64 0.71 -0.60
H3 3.27 1.27 1.41
H4 4.41 -0.05 1.71
H5 2.67 -2.82 2.79
H6 3.74 -2.43 1.44
H7 0.84 -3.45 1.24
H8 2.32 -4.35 0.83
H9 0.22 -4.31 -1.14
H10 1.38 -4.19 -2.46
H11 -1.28 -3.07 -2.38
H12 -0.12 -2.96 -3.70
H13 0.69 0.69 -3.75
H14 1.09 -0.91 -4.39
H15 3.11 0.28 -3.53
H16 2.83 -1.21 -2.60
C9 -2.02 3.74 3.70
Ge1 -1.26 5.11 2.51
C10 -0.80 6.77 3.44
C11 -2.32 5.43 0.89
C12 0.59 4.44 1.96
Se1 0.94 2.91 0.83
C13 0.56 3.74 -0.88
H17 -3.07 3.97 3.89
H18 -1.50 3.75 4.66
H19 -1.95 2.74 3.27
H20 -1.71 7.26 3.79
H21 -0.28 7.46 2.77
H22 -0.17 6.57 4.30
H23 -3.30 5.82 1.18
H24 -2.49 4.52 0.31
H25 -1.84 6.18 0.26
H26 1.12 4.23 2.89
H27 1.09 5.27 1.46
H28 -0.25 4.45 -0.75
H29 0.27 2.97 -1.59
H30 1.46 4.25 -1.22
S5 -2.25 1.67 0.66
C14 -0.81 1.28 0.26
Br1 -1.09 -4.17 4.03
C15 -1.66 -3.30 2.45
C16 -2.71 -3.79 1.69
C17 -3.05 -3.11 0.53
C18 -2.30 -2.01 0.15
N1 -1.28 -1.55 0.88
C19 -0.99 -2.17 2.03
H31 -3.26 -4.67 1.99
H32 -3.88 -3.43 -0.08
H33 -2.53 -1.44 -0.75
H34 -0.21 -1.73 2.64

Entry 4:
The following is a DFT calculation (the ωB97M-V functional and the def2-TZVPD basis) of a structure of composition C19H34BrGaO25PS6 at a distorted geometry.

Output
* HOMO-LUMO gap: 4.438 eV
* largest force on an atom: 2.49 eV/A
* energy: -9854.38746 a.u.
* net charge: -1
* E_HOMO: -3.09 eV

Cartesian coordinates (Å):
C1 -0.55 -6.88 -1.54
C2 -1.06 -5.82 -1.27
C3 -1.60 -4.41 -1.14
C4 -0.54 -3.43 -1.81
C5 0.78 -3.53 -0.95
Ga1 1.83 -1.75 -0.92
C6 1.55 -0.77 0.87
C7 1.43 -0.52 2.05
P1 4.14 -2.39 -1.06
O1 4.42 -3.06 0.50
Br1 4.29 -4.05 -2.62
H1 0.00 -7.65 -2.08
H2 -2.61 -4.31 -1.60
H3 -1.66 -4.15 -0.07
H4 -0.31 -3.91 -2.78
H5 -0.94 -2.41 -1.90
H6 1.41 -4.37 -1.28
H7 0.46 -3.72 0.10
H8 1.44 -0.78 -2.13
H9 1.20 -0.34 3.09
H10 4.52 -4.02 0.44
C8 5.25 3.62 -1.00
C9 4.41 3.76 0.25
O2 3.27 2.93 0.03
S1 3.70 1.66 -0.89
O3 3.95 0.56 -0.03
O4 2.83 1.60 -2.00
O5 5.13 2.25 -1.39
H11 4.85 4.24 -1.81
H12 6.29 3.88 -0.83
H13 4.11 4.79 0.44
H14 4.94 3.37 1.13
C10 -5.18 -3.09 3.36
C11 -3.86 -3.83 3.30
O6 -3.79 -4.36 1.98
S2 -4.54 -3.35 0.96
O7 -3.56 -2.52 0.35
O8 -5.49 -4.09 0.22
O9 -5.31 -2.47 2.07
H15 -6.01 -3.78 3.49
H16 -5.20 -2.33 4.15
H17 -3.79 -4.63 4.04
H18 -3.01 -3.14 3.44
C12 -1.46 -9.41 -5.90
C13 -2.33 -9.80 -4.72
O10 -1.53 -10.73 -3.98
S3 0.02 -10.33 -4.13
O11 0.40 -9.57 -2.99
O12 0.74 -11.48 -4.56
O13 -0.14 -9.32 -5.37
H19 -1.47 -10.17 -6.67
H20 -1.76 -8.45 -6.33
H21 -3.26 -10.26 -5.02
H22 -2.54 -8.95 -4.07
C14 -7.31 0.72 6.23
C15 -6.50 1.15 7.43
O14 -5.26 0.45 7.31
S4 -4.92 0.26 5.74
O15 -4.02 1.28 5.35
O16 -4.66 -1.12 5.51
O17 -6.37 0.62 5.16
H23 -7.75 -0.27 6.39
H24 -8.10 1.43 5.99
H25 -6.98 0.91 8.38
H26 -6.28 2.23 7.40
C16 3.31 7.37 -4.07
C17 3.59 8.83 -3.78
O18 4.40 8.82 -2.60
S5 5.31 7.49 -2.59
O19 6.60 7.84 -3.08
O20 5.11 6.82 -1.35
O21 4.52 6.69 -3.74
H27 2.52 6.98 -3.43
H28 3.05 7.20 -5.11
H29 2.68 9.41 -3.62
H30 4.18 9.29 -4.58
C18 1.61 8.36 2.55
C19 0.68 7.88 1.46
O22 1.18 8.49 0.26
S6 2.79 8.63 0.37
O23 3.38 7.53 -0.31
O24 3.14 9.97 0.10
O25 2.91 8.36 1.95
H31 1.38 9.38 2.86
H32 1.60 7.70 3.42
H33 -0.35 8.18 1.63
H34 0.73 6.80 1.33

Entry 5:
The following is a DFT calculation (the ωB97M-V functional and the def2-TZVPD basis) of a structure of composition C19H34HgN4SSb.

Output
* HOMO-LUMO gap (spin up / spin down): 6.640 / 6.193 eV
* 2S+1: 2
* largest force on an atom: 0.61 eV/A
* energy: -1755.18400 a.u.
* net charge: 0
* E_HOMO (spin up / spin down): -6.88 / -7.40 eV

Cartesian coordinates (Å):
Hg1 1.97 -1.89 -2.00
N1 0.07 0.53 -5.63
C1 0.56 0.08 -4.45
S1 -0.10 -1.41 -3.85
N2 1.43 0.89 -3.89
N3 2.00 0.46 -2.75
C2 2.52 1.34 -1.99
C3 3.19 0.99 -0.74
C4 3.70 2.02 0.06
C5 4.29 1.70 1.27
C6 4.37 0.37 1.64
C7 3.86 -0.59 0.78
N4 3.29 -0.29 -0.38
H1 -0.54 -0.07 -6.16
H2 0.52 1.30 -6.08
H3 2.44 2.39 -2.26
H4 3.61 3.05 -0.27
H5 4.67 2.48 1.92
H6 4.81 0.07 2.58
H7 3.92 -1.64 1.02
C8 1.11 -0.67 2.63
C9 0.04 0.32 2.15
C10 -1.05 0.42 3.21
C11 0.68 1.69 1.96
Sb1 -0.51 -0.38 0.11
C12 -1.53 -2.33 0.46
C13 -2.38 -2.37 1.72
C14 -2.38 -2.66 -0.76
C15 -0.40 -3.35 0.57
C16 -2.03 1.08 -0.56
C17 -1.20 2.24 -1.14
C18 -2.94 1.59 0.55
C19 -2.88 0.48 -1.67
H8 1.60 -0.29 3.53
H9 1.88 -0.83 1.87
H10 0.67 -1.64 2.88
H11 -0.60 0.77 4.15
H12 -1.52 -0.54 3.42
H13 -1.83 1.12 2.94
H14 1.18 2.00 2.88
H15 -0.06 2.45 1.72
H16 1.43 1.69 1.16
H17 -3.11 -1.55 1.75
H18 -1.77 -2.33 2.62
H19 -2.95 -3.31 1.75
H20 -3.30 -2.08 -0.77
H21 -2.66 -3.72 -0.73
H22 -1.85 -2.48 -1.70
H23 0.29 -3.13 1.38
H24 0.18 -3.41 -0.36
H25 -0.83 -4.35 0.75
H26 -0.49 2.64 -0.42
H27 -1.87 3.05 -1.45
H28 -0.64 1.91 -2.02
H29 -2.40 2.20 1.28
H30 -3.43 0.77 1.09
H31 -3.72 2.22 0.12
H32 -2.28 -0.07 -2.40
H33 -3.39 1.29 -2.21
H34 -3.64 -0.19 -1.28

Entry 6:
The following is a DFT calculation (the ωB97M-V functional and the def2-TZVPD basis) of the molecule C19H34N2O.

Output
* HOMO-LUMO gap: 8.709 eV
* largest force on an atom: 0.70 eV/A
* energy: -929.16809 a.u.
* net charge: 0
* energy above the lowest of the compared OMol25 structures with the same formula, charge and spin: 22.2 kJ/mol
* E_HOMO: -7.99 eV

Cartesian coordinates (Å):
C1 -6.04 -2.41 0.03
C2 -4.78 -1.77 -0.55
C3 -3.53 -2.14 0.25
C4 -2.28 -1.44 -0.29
N1 -2.42 0.00 -0.23
C5 -2.17 0.60 1.07
C6 -2.81 2.01 1.10
C7 -3.38 2.36 -0.26
C8 -2.33 2.17 -1.34
C9 -1.73 0.74 -1.26
C10 -0.21 0.76 -1.04
C11 0.14 1.34 0.33
N2 1.57 1.23 0.60
C12 2.27 0.07 0.65
O1 1.75 -1.02 0.52
C13 3.76 0.28 0.90
C14 4.48 -1.04 1.19
C15 4.57 -1.92 -0.06
C16 5.23 -1.17 -1.21
C17 4.46 0.11 -1.51
C18 4.43 1.00 -0.28
C19 -0.67 0.63 1.42
H1 -6.91 -2.13 -0.55
H2 -5.95 -3.49 0.04
H3 -6.19 -2.07 1.06
H4 -4.65 -2.09 -1.58
H5 -4.88 -0.68 -0.54
H6 -3.37 -3.22 0.21
H7 -3.68 -1.87 1.30
H8 -1.40 -1.81 0.25
H9 -2.16 -1.72 -1.34
H10 -2.67 -0.03 1.82
H11 -2.06 2.75 1.39
H12 -3.60 2.04 1.85
H13 -3.74 3.40 -0.26
H14 -4.23 1.71 -0.47
H15 -1.54 2.92 -1.23
H16 -2.78 2.33 -2.32
H17 -1.92 0.23 -2.21
H18 0.28 1.34 -1.83
H19 0.16 -0.26 -1.08
H20 -0.09 2.41 0.35
H21 2.08 2.09 0.75
H22 3.84 0.92 1.79
H23 3.94 -1.58 1.97
H24 5.48 -0.82 1.55
H25 3.56 -2.22 -0.35
H26 5.14 -2.82 0.18
H27 5.27 -1.81 -2.10
H28 6.26 -0.92 -0.94
H29 3.44 -0.15 -1.81
H30 4.93 0.64 -2.34
H31 3.90 1.93 -0.51
H32 5.45 1.26 0.01
H33 -0.52 1.13 2.38
H34 -0.30 -0.39 1.51

Entry 7:
The following is a DFT calculation (the ωB97M-V functional and the def2-TZVPD basis) of the molecule C19H34O4.

Output
* HOMO-LUMO gap: 10.478 eV
* largest force on an atom: 0.68 eV/A
* energy: -1045.28987 a.u.
* net charge: 0
* energy above the lowest of the compared OMol25 structures with the same formula, charge and spin: 93.5 kJ/mol
* E_HOMO: -9.76 eV

Cartesian coordinates (Å):
C1 -2.98 1.71 6.79
C2 -1.90 1.34 7.15
C3 -0.59 0.88 7.56
C4 -0.06 -0.22 6.63
C5 0.18 0.31 5.22
C6 0.69 -0.79 4.29
C7 0.93 -0.27 2.87
C8 1.44 -1.36 1.94
C9 1.69 -0.84 0.52
C10 2.19 -1.94 -0.41
C11 2.54 -1.44 -1.81
C12 1.31 -0.98 -2.60
C13 1.66 -0.60 -4.03
C14 0.43 -0.17 -4.85
O1 0.67 -0.27 -6.23
C15 -0.02 1.25 -4.47
C16 -1.34 1.66 -5.14
O2 -1.65 3.00 -4.88
C17 -2.52 0.73 -4.76
O3 -2.41 0.11 -3.47
C18 -2.47 0.87 -2.38
C19 -2.42 0.04 -1.13
O4 -2.55 2.08 -2.40
H1 -3.93 2.04 6.49
H2 0.10 1.73 7.57
H3 -0.67 0.49 8.59
H4 0.88 -0.60 7.04
H5 -0.77 -1.04 6.60
H6 0.91 1.12 5.25
H7 -0.75 0.72 4.83
H8 1.62 -1.20 4.68
H9 -0.04 -1.60 4.25
H10 1.66 0.55 2.91
H11 0.00 0.14 2.47
H12 0.71 -2.18 1.90
H13 2.37 -1.77 2.34
H14 2.43 -0.03 0.56
H15 0.76 -0.42 0.14
H16 1.44 -2.73 -0.48
H17 3.09 -2.39 0.03
H18 3.25 -0.62 -1.74
H19 3.02 -2.25 -2.36
H20 0.57 -1.78 -2.61
H21 0.87 -0.12 -2.09
H22 2.10 -1.47 -4.53
H23 2.40 0.20 -4.04
H24 -0.38 -0.88 -4.66
H25 1.37 0.35 -6.47
H26 -0.12 1.33 -3.39
H27 0.74 1.96 -4.78
H28 -1.22 1.59 -6.23
H29 -1.93 3.07 -3.95
H30 -3.44 1.31 -4.80
H31 -2.58 -0.11 -5.45
H32 -2.04 0.63 -0.30
H33 -3.43 -0.29 -0.90
H34 -1.80 -0.84 -1.29

Which value of energy does entry 3 give?
-11105.55177 a.u.

net charge of number 4 (C19H34BrGaO25PS6)?
-1